{"formula": "C5H6O2", "method": "ωB97M-V/def2-TZVPD", "e_tot_ha": -344.542388, "e_above_lowest_kcal_mol": 37.35, "largest_force_ev_per_a": 0.76, "gap_ev": 11.1248, "lumo_ha": 0.0309, "homo_energy_ev": -10.283, "species": ["H", "O", "H", "C", "H", "C", "C", "H", "C", "O", "H", "C", "H"], "xyz": [[1.073, -1.737, 0.682], [-1.993, 0.626, 2.139], [-0.096, 1.032, -2.187], [0.672, 0.564, -1.560], [-1.313, -1.541, -0.156], [-0.831, -0.717, 0.360], [0.184, 0.227, -0.180], [1.521, 1.256, -1.525], [0.620, -0.773, 0.847], [-0.373, 1.306, 0.641], [0.835, -0.339, 1.819], [-1.305, 0.440, 1.188], [1.007, -0.344, -2.067]]}

{"formula": "C3H6N3", "method": "ωB97M-V/def2-TZVPD", "e_tot_ha": -281.833357, "smiles": "C=NC#[N+]CN", "e_above_lowest_kcal_mol": 53.04, "largest_force_ev_per_a": 3.72, "gap_ev": 8.3711, "lumo_ha": -0.2127, "total_charge": 1, "homo_energy_ev": -14.160, "species": ["H", "C", "N", "N", "H", "H", "C", "H", "C", "N", "H", "H"], "xyz": [[3.205, -0.059, -1.383], [0.848, -0.560, -0.364], [1.866, -1.303, -0.542], [-1.825, 1.521, 0.716], [-1.939, 2.255, 0.013], [-2.066, 0.288, -0.847], [-1.548, 0.286, 0.163], [3.854, -1.837, -0.832], [3.015, -1.000, -0.927], [-0.124, 0.009, -0.060], [-1.390, 1.672, 1.589], [-2.067, -0.507, 0.802]]}

{"formula": "C9H14", "method": "ωB97M-V/def2-TZVPD", "e_tot_ha": -351.296954, "smiles": "Cc1ccccc1.CC", "e_above_lowest_kcal_mol": 20.86, "largest_force_ev_per_a": 3.15, "gap_ev": 10.0556, "lumo_ha": 0.0381, "homo_energy_ev": -9.019, "species": ["H", "C", "H", "H", "H", "C", "C", "H", "C", "H", "H", "C", "H", "H", "C", "H", "H", "H", "C", "H", "C", "C", "H"], "xyz": [[1.903, -0.838, 0.678], [0.446, -1.765, -1.919], [0.728, -2.794, -1.735], [-1.026, 0.117, -4.293], [-1.793, 1.151, 3.329], [0.039, -1.404, -3.195], [0.909, -1.272, 0.519], [-0.530, 0.791, 4.285], [0.451, -0.885, -0.848], [-0.890, -0.258, 2.909], [-0.857, 1.787, -2.418], [-0.777, 0.768, 3.245], [-0.057, 1.215, -0.388], [1.082, -2.347, 0.576], [-0.039, 0.397, -1.081], [0.147, 1.488, 1.288], [0.343, -0.929, 1.375], [1.054, 1.841, 2.683], [-0.521, 0.761, -2.341], [-0.012, -2.130, -3.993], [0.016, 1.669, 2.345], [-0.442, -0.115, -3.411], [-0.174, 2.752, 2.392]]}

What did the second record say?
{"formula": "C3H6N3", "method": "ωB97M-V/def2-TZVPD", "e_tot_ha": -281.833357, "smiles": "C=NC#[N+]CN", "e_above_lowest_kcal_mol": 53.04, "largest_force_ev_per_a": 3.72, "gap_ev": 8.3711, "lumo_ha": -0.2127, "total_charge": 1, "homo_energy_ev": -14.160, "species": ["H", "C", "N", "N", "H", "H", "C", "H", "C", "N", "H", "H"], "xyz": [[3.205, -0.059, -1.383], [0.848, -0.560, -0.364], [1.866, -1.303, -0.542], [-1.825, 1.521, 0.716], [-1.939, 2.255, 0.013], [-2.066, 0.288, -0.847], [-1.548, 0.286, 0.163], [3.854, -1.837, -0.832], [3.015, -1.000, -0.927], [-0.124, 0.009, -0.060], [-1.390, 1.672, 1.589], [-2.067, -0.507, 0.802]]}